Below is 4 unconnected molecules or ions with the total composition C38H70F2O15 in a non-equilibrium geometry, with properties calculated with ωB97M-V with the def2-TZVPD basis set.

Each line ends with the Mulliken charge.
Positions of all 125 atoms, in Å:
1 C 7.204 4.574 2.730  -0.905
2 C 6.237 5.770 2.646  -0.326
3 O 5.562 5.872 1.382  -0.444
4 C 5.152 4.655 0.879  0.425
5 O 5.615 4.258 -0.113  -0.512
6 C 4.088 3.938 1.689  -1.437
7 C 3.320 2.861 0.877  1.981
8 C 1.818 2.908 1.269  -2.751
9 C 0.876 2.367 0.154  2.065
10 C 0.830 3.439 -0.965  -0.867
11 C 0.279 4.814 -0.522  -1.078
12 C 1.401 5.814 -0.136  0.314
13 F 1.142 6.283 1.156  -0.324
14 C -0.528 2.224 0.826  -2.326
15 C -0.741 0.874 1.506  0.601
16 C -2.186 0.861 2.089  -1.009
17 C -2.718 -0.562 2.293  -0.382
18 O -4.155 -0.652 2.125  -0.312
19 C -4.832 0.313 2.781  0.027
20 O -4.749 0.537 3.927  -0.471
21 O 1.456 1.134 -0.223  0.724
22 C 0.827 0.441 -1.278  0.181
23 C 1.453 0.686 -2.689  -1.864
24 C 2.899 1.153 -2.701  1.280
25 C 3.937 0.121 -2.260  -0.719
26 F 3.183 1.462 -4.051  -0.498
27 C 1.001 -1.089 -0.945  -0.662
28 O -0.242 -1.723 -1.211  -0.645
29 O 1.311 -1.270 0.405  -0.315
30 C 2.428 -2.132 0.653  -0.450
31 C 3.638 -1.243 1.047  1.330
32 C 3.850 -1.146 2.579  -0.552
33 C 5.305 -0.801 2.871  -0.869
34 O 5.620 0.454 2.207  -0.147
35 C 6.944 0.561 1.937  0.639
36 C 7.290 0.847 0.492  -0.811
37 O 7.773 0.438 2.749  -0.538
38 H 6.705 3.630 2.954  0.192
39 H 7.918 4.771 3.536  0.450
40 H 7.785 4.471 1.810  0.237
41 H 6.810 6.691 2.755  0.390
42 H 5.551 5.712 3.503  0.241
43 H 4.538 3.457 2.562  0.804
44 H 3.420 4.706 2.098  0.535
45 H 3.501 2.942 -0.194  0.037
46 H 3.712 1.904 1.228  -1.441
47 H 1.702 2.188 2.094  0.715
48 H 1.483 3.868 1.664  0.790
49 H 0.233 3.070 -1.804  0.632
50 H 1.857 3.607 -1.303  0.165
51 H -0.500 4.777 0.238  0.298
52 H -0.192 5.254 -1.411  0.433
53 H 2.335 5.254 -0.050  -0.312
54 H 1.477 6.641 -0.839  0.357
55 H -0.612 3.060 1.527  0.580
56 H -1.296 2.386 0.056  0.588
57 H -0.736 0.061 0.782  -0.265
58 H -0.052 0.702 2.335  0.137
59 H -2.280 1.489 2.979  0.388
60 H -2.809 1.342 1.320  0.514
61 H -2.476 -0.940 3.293  0.251
62 H -2.257 -1.216 1.551  0.404
63 H -5.488 0.938 2.148  0.428
64 H -0.255 0.598 -1.365  0.402
65 H 0.819 1.422 -3.195  0.557
66 H 1.348 -0.238 -3.269  0.389
67 H 3.056 2.085 -2.160  -0.272
68 H 4.248 0.361 -1.242  -0.253
69 H 3.632 -0.918 -2.397  0.070
70 H 4.816 0.270 -2.897  0.618
71 H 1.751 -1.524 -1.614  0.553
72 H -0.182 -2.635 -0.897  0.472
73 H 2.147 -2.758 1.512  0.620
74 H 2.682 -2.798 -0.186  -0.427
75 H 4.527 -1.614 0.526  0.582
76 H 3.363 -0.240 0.723  -1.419
77 H 3.289 -0.271 2.927  0.121
78 H 3.551 -2.057 3.102  0.504
79 H 5.997 -1.561 2.494  0.521
80 H 5.444 -0.665 3.948  0.289
81 H 6.383 1.005 -0.102  0.087
82 H 7.900 1.743 0.378  0.288
83 H 7.800 -0.006 0.041  0.332
84 C -6.984 -2.881 -1.800  -0.542
85 C -6.926 -4.211 -1.078  -0.512
86 O -5.578 -4.596 -0.784  -0.342
87 C -4.910 -4.180 0.308  0.569
88 C -5.472 -3.042 1.125  -0.580
89 O -3.843 -4.673 0.570  -0.603
90 H -6.584 -2.077 -1.190  0.182
91 H -8.007 -2.633 -2.064  0.179
92 H -6.384 -2.921 -2.711  0.271
93 H -7.537 -4.219 -0.174  0.374
94 H -7.321 -4.995 -1.725  0.324
95 H -5.036 -2.111 0.781  0.131
96 H -5.202 -3.199 2.166  0.301
97 H -6.558 -2.968 1.094  0.350
98 C 3.409 -8.164 -1.536  -0.981
99 C 3.035 -7.187 -0.441  -0.400
100 O 3.616 -5.896 -0.666  -0.355
101 C 3.061 -4.953 -1.440  0.921
102 C 1.917 -5.319 -2.353  -1.044
103 O 3.531 -3.842 -1.443  -0.647
104 H 3.029 -7.844 -2.507  0.276
105 H 3.007 -9.154 -1.318  0.366
106 H 4.493 -8.235 -1.625  0.302
107 H 1.956 -7.108 -0.302  0.350
108 H 3.445 -7.531 0.508  0.323
109 H 2.312 -5.564 -3.338  0.302
110 H 1.257 -4.456 -2.441  0.211
111 H 1.305 -6.143 -1.992  0.367
112 C -11.396 1.305 -3.628  -0.976
113 C -11.329 -0.018 -2.894  -0.448
114 O -9.978 -0.388 -2.599  -0.380
115 C -9.305 0.035 -1.512  0.801
116 C -9.867 1.169 -0.690  -1.107
117 O -8.235 -0.453 -1.260  -0.504
118 H -11.001 2.121 -3.022  0.276
119 H -12.426 1.543 -3.895  0.356
120 H -10.797 1.263 -4.538  0.307
121 H -11.939 -0.026 -1.990  0.371
122 H -11.717 -0.808 -3.536  0.331
123 H -9.436 2.107 -1.037  0.282
124 H -9.585 1.011 0.349  0.310
125 H -10.953 1.239 -0.710  0.349

Output
- charge = 0
- DFT total energy (hartree) = -2818.19813
- HOMO-LUMO gap (eV) = 10.05
- HOMO level (hartree) = -0.3517
- SMILES = CCOC(=O)CCC[C@](CCCF)(CCCCOC=O)O[C@@H](C[C@@H](C)F)[C@H](O)OCCCCOC(C)=O.CCOC(C)=O.CCOC(C)=O.CCOC(C)=O

Below is 8 unconnected molecules or ions with the total composition C38H71N12O in a non-equilibrium geometry, with properties calculated with ωB97M-V with the def2-TZVPD basis set.

Each line ends with the Mulliken charge.
Positions of all 122 atoms, in Å:
1 C 4.832 0.541 2.555  -1.166
2 C 3.345 -0.037 2.600  0.248
3 C 2.477 0.307 1.291  -0.342
4 C 1.433 -0.909 1.124  -0.783
5 C 0.176 -0.483 0.217  -0.271
6 C -0.990 0.185 1.029  -0.107
7 N -0.786 1.504 1.506  -0.134
8 C -2.031 1.805 2.150  0.104
9 N -2.157 3.015 2.688  0.443
10 O -3.337 3.365 3.301  -0.479
11 C -1.087 4.053 2.698  -1.073
12 C -0.240 3.944 4.065  -0.342
13 C 1.227 4.527 3.807  -0.487
14 N 2.258 3.948 4.729  -0.654
15 N -2.930 0.718 2.065  0.222
16 N -2.283 -0.270 1.371  0.040
17 H 5.435 -0.042 3.335  0.286
18 H 5.346 0.385 1.558  0.336
19 H 4.843 1.625 2.895  0.244
20 H 2.790 0.393 3.500  0.226
21 H 3.394 -1.175 2.646  -0.233
22 H 1.953 1.307 1.348  0.150
23 H 3.171 0.301 0.390  0.348
24 H 1.142 -1.386 2.106  0.418
25 H 1.999 -1.711 0.542  0.358
26 H 0.571 0.321 -0.494  -0.081
27 H -0.173 -1.374 -0.382  0.430
28 H -3.554 2.708 3.995  0.324
29 H -1.602 5.070 2.696  0.352
30 H -0.423 4.028 1.788  0.405
31 H -0.163 2.865 4.408  0.309
32 H -0.787 4.527 4.881  0.306
33 H 1.197 5.665 3.877  0.284
34 H 1.554 4.274 2.753  0.283
35 H 1.751 3.524 5.519  0.300
36 H 2.665 3.166 4.191  0.244
37 H -3.895 0.699 2.442  0.133
38 H -2.657 -1.193 1.115  0.250
39 C 0.203 -0.354 -4.783  -1.368
40 C 0.068 1.164 -4.767  0.264
41 C 1.401 1.877 -4.530  -0.710
42 C 1.966 1.474 -3.204  0.326
43 N 2.405 1.161 -2.168  -0.511
44 H 0.554 -0.739 -3.820  0.297
45 H -0.765 -0.819 -4.984  0.369
46 H 0.903 -0.675 -5.558  0.342
47 H -0.646 1.448 -3.992  -0.168
48 H -0.346 1.493 -5.721  0.414
49 H 1.257 2.960 -4.541  0.327
50 H 2.118 1.623 -5.315  0.357
51 C -6.964 -3.121 4.886  -1.171
52 C -5.502 -2.969 4.478  -0.511
53 C -5.040 -1.509 4.457  -0.101
54 C -5.854 -0.729 3.471  0.158
55 N -6.486 -0.121 2.700  -0.482
56 H -7.634 -2.630 4.176  0.358
57 H -7.241 -4.177 4.915  0.344
58 H -7.141 -2.696 5.877  0.305
59 H -5.361 -3.416 3.489  0.301
60 H -4.877 -3.530 5.177  0.332
61 H -3.985 -1.453 4.173  0.195
62 H -5.149 -1.057 5.447  0.340
63 C 4.023 -2.961 5.628  -0.780
64 C 3.681 -4.447 5.593  -0.499
65 C 4.174 -5.141 4.321  -0.340
66 C 3.538 -4.516 3.120  0.310
67 N 3.048 -4.024 2.183  -0.482
68 H 3.539 -2.417 4.813  0.039
69 H 3.679 -2.515 6.564  0.366
70 H 5.103 -2.805 5.554  0.274
71 H 2.597 -4.565 5.683  0.302
72 H 4.130 -4.936 6.461  0.328
73 H 3.918 -6.202 4.348  0.295
74 H 5.260 -5.055 4.233  0.200
75 C -2.405 6.003 -4.030  -1.177
76 C -3.183 5.043 -3.136  -0.509
77 C -2.532 3.661 -3.038  0.051
78 C -2.458 3.033 -4.394  0.299
79 N -2.399 2.543 -5.451  -0.553
80 H -2.360 5.646 -5.061  0.349
81 H -2.889 6.982 -4.048  0.351
82 H -1.382 6.136 -3.666  0.297
83 H -4.202 4.945 -3.523  0.311
84 H -3.260 5.473 -2.134  0.337
85 H -3.116 3.015 -2.378  0.075
86 H -1.522 3.741 -2.626  0.284
87 C 9.068 -0.718 2.311  -0.921
88 C 9.127 -1.829 1.269  -0.484
89 C 8.018 -2.869 1.447  -0.169
90 C 8.141 -3.520 2.790  0.236
91 N 8.239 -4.030 3.835  -0.515
92 H 9.212 -1.106 3.322  0.358
93 H 9.856 0.015 2.130  0.332
94 H 8.106 -0.198 2.275  0.104
95 H 10.104 -2.317 1.324  0.304
96 H 9.045 -1.387 0.272  0.305
97 H 8.092 -3.635 0.673  0.312
98 H 7.035 -2.399 1.366  0.157
99 C -5.326 -0.188 -0.827  -0.809
100 C -5.459 -0.586 -2.293  -0.533
101 C -6.700 -1.438 -2.564  -0.499
102 C -6.629 -2.703 -1.766  0.234
103 N -6.573 -3.689 -1.145  -0.431
104 H -5.209 -1.062 -0.182  0.273
105 H -4.443 0.443 -0.683  0.178
106 H -6.202 0.373 -0.492  0.349
107 H -4.560 -1.132 -2.597  0.299
108 H -5.506 0.318 -2.906  0.327
109 H -6.761 -1.689 -3.625  0.327
110 H -7.607 -0.894 -2.291  0.301
111 C -1.405 -2.426 -8.871  -1.120
112 C -1.645 -0.953 -9.187  -0.381
113 C -0.369 -0.220 -9.611  -0.443
114 C 0.640 -0.271 -8.508  0.285
115 N 1.426 -0.310 -7.647  -0.528
116 H -0.722 -2.551 -8.027  0.317
117 H -2.345 -2.914 -8.602  0.325
118 H -0.985 -2.949 -9.734  0.314
119 H -2.076 -0.466 -8.307  0.248
120 H -2.382 -0.877 -9.990  0.321
121 H -0.594 0.824 -9.839  0.282
122 H 0.058 -0.678 -10.506  0.323

Output
- charge = +1
- DFT total energy (hartree) = -2222.42658
- energy relative to the best compared isomer or geometry (same formula, charge and spin) (kcal per mole) = 71.3
- HOMO-LUMO gap (eV) = 9.04
- HOMO level (hartree) = -0.4280

Below is 11 unconnected molecules or ions with the total composition C38H72Cl4O27 in a non-equilibrium geometry, with properties calculated with ωB97M-V with the def2-TZVPD basis set.

Each line ends with the Mulliken charge.
Positions of all 141 atoms, in Å:
1 C 8.122 -0.630 4.644  -1.064
2 C 9.127 -1.722 4.867  -0.311
3 O 10.070 -1.949 3.850  -0.314
4 C 10.211 -3.088 3.166  0.808
5 O 9.638 -4.163 3.434  -0.611
6 O 11.122 -2.908 2.235  -0.296
7 C 11.627 -3.924 1.457  -0.648
8 H 7.622 -0.426 5.591  0.348
9 H 7.443 -0.943 3.850  0.285
10 H 8.595 0.231 4.171  0.283
11 H 8.792 -2.719 5.153  0.392
12 H 9.600 -1.485 5.820  0.302
13 H 12.586 -4.168 1.914  0.264
14 H 11.893 -3.603 0.450  0.224
15 H 10.965 -4.788 1.416  0.336
16 C -4.930 -10.228 -5.631  -0.973
17 C -5.686 -9.293 -6.698  -0.296
18 O -4.985 -8.120 -7.156  -0.308
19 C -4.860 -6.988 -6.505  0.686
20 O -5.252 -6.735 -5.392  -0.548
21 O -4.299 -6.074 -7.407  -0.307
22 C -4.001 -4.728 -7.125  -0.653
23 H -4.111 -10.741 -6.136  0.270
24 H -5.591 -10.940 -5.137  0.337
25 H -4.569 -9.496 -4.909  0.299
26 H -6.598 -9.033 -6.162  0.324
27 H -6.021 -9.886 -7.550  0.318
28 H -3.488 -4.473 -6.198  0.298
29 H -4.974 -4.256 -6.987  0.298
30 H -3.548 -4.187 -7.955  0.255
31 C -8.072 10.393 4.354  -1.129
32 C -6.650 9.892 3.997  -0.264
33 O -6.522 8.511 4.173  -0.283
34 C -5.547 7.769 3.634  0.733
35 O -4.808 8.155 2.804  -0.525
36 O -5.494 6.586 4.281  -0.311
37 C -4.339 5.799 4.023  -0.617
38 H -8.109 11.468 4.177  0.360
39 H -8.481 10.053 5.305  0.316
40 H -8.789 9.972 3.650  0.304
41 H -5.857 10.314 4.614  0.294
42 H -6.346 10.123 2.976  0.325
43 H -4.413 4.999 4.761  0.225
44 H -3.379 6.293 4.171  0.303
45 H -4.502 5.371 3.034  0.270
46 C -3.091 -5.211 7.842  -1.249
47 C -2.803 -4.072 6.999  -0.094
48 O -4.047 -3.713 6.439  -0.231
49 C -4.199 -2.678 5.707  0.808
50 O -3.335 -1.831 5.499  -0.615
51 O -5.409 -2.643 5.230  -0.336
52 C -5.769 -1.676 4.295  -0.656
53 H -3.956 -4.926 8.442  0.327
54 H -2.259 -5.416 8.517  0.389
55 H -3.273 -6.103 7.243  0.298
56 H -2.022 -4.346 6.290  0.265
57 H -2.379 -3.338 7.685  0.270
58 H -6.819 -1.793 4.027  0.229
59 H -5.188 -1.788 3.379  0.299
60 H -5.519 -0.658 4.592  0.298
61 C -0.892 -8.946 0.707  -1.030
62 C -0.429 -7.696 -0.113  -0.118
63 O -0.231 -6.534 0.701  -0.356
64 C 0.832 -6.393 1.522  0.689
65 O 1.718 -7.244 1.664  -0.569
66 O 0.784 -5.145 1.979  -0.281
67 C 1.879 -4.705 2.832  -0.690
68 H -0.301 -9.842 0.515  0.296
69 H -1.871 -9.347 0.445  0.315
70 H -0.899 -8.682 1.765  0.295
71 H -1.144 -7.382 -0.873  0.340
72 H 0.521 -7.998 -0.554  0.238
73 H 2.075 -3.647 3.010  0.271
74 H 2.788 -5.107 2.383  0.304
75 H 1.784 -5.211 3.792  0.291
76 C 4.821 -4.409 -2.166  -1.091
77 C 4.366 -4.310 -3.588  -0.281
78 O 4.104 -5.646 -4.000  -0.276
79 C 2.919 -5.916 -4.463  0.810
80 O 1.914 -5.217 -4.514  -0.606
81 O 2.856 -7.233 -4.785  -0.341
82 C 1.649 -7.790 -5.376  -0.572
83 H 4.756 -3.409 -1.736  0.345
84 H 5.907 -4.485 -2.226  0.296
85 H 4.475 -5.223 -1.529  0.332
86 H 5.055 -3.763 -4.232  0.338
87 H 3.488 -3.669 -3.671  0.295
88 H 1.881 -8.795 -5.728  0.225
89 H 1.341 -7.250 -6.272  0.294
90 H 0.865 -7.794 -4.619  0.233
91 C -0.393 11.727 -6.348  -1.128
92 C -1.496 10.894 -5.672  -0.289
93 O -0.892 9.708 -5.090  -0.247
94 C -1.591 8.886 -4.527  0.813
95 O -2.723 9.186 -4.101  -0.638
96 O -1.004 7.681 -4.440  -0.323
97 C -1.610 6.671 -3.572  -0.637
98 H -0.851 12.462 -7.009  0.358
99 H 0.215 11.102 -7.002  0.316
100 H 0.345 12.168 -5.678  0.299
101 H -2.392 10.698 -6.260  0.366
102 H -1.926 11.496 -4.872  0.287
103 H -2.673 6.555 -3.786  0.285
104 H -1.703 7.104 -2.576  0.294
105 H -1.105 5.708 -3.488  0.244
106 O -6.132 1.238 -3.260  -0.556
107 C -6.859 2.155 -2.866  0.649
108 O -6.730 2.780 -1.669  -0.283
109 C -7.640 3.859 -1.582  -0.268
110 C -8.631 3.567 -2.698  -0.334
111 O -7.960 2.632 -3.560  -0.316
112 H -8.258 3.794 -0.686  0.267
113 H -7.078 4.762 -1.817  0.302
114 H -8.889 4.491 -3.217  0.281
115 H -9.572 3.150 -2.342  0.258
116 O 2.225 1.636 0.656  -0.632
117 C 1.265 0.990 0.240  0.761
118 O 1.309 0.173 -0.731  -0.312
119 C 0.067 -0.415 -0.939  -0.270
120 C -0.788 -0.008 0.221  -0.209
121 O 0.057 1.022 0.705  -0.343
122 H -0.376 -0.054 -1.866  0.278
123 H 0.125 -1.504 -0.958  0.273
124 H -0.833 -0.718 1.047  0.207
125 H -1.807 0.312 0.006  0.248
126 Cl 3.753 7.513 5.871  -0.178
127 C 4.703 7.777 4.397  -0.462
128 C 4.113 8.923 3.522  -0.394
129 Cl 2.480 8.525 2.908  -0.169
130 H 4.852 6.785 3.972  0.341
131 H 5.654 8.140 4.788  0.266
132 H 4.780 9.093 2.677  0.294
133 H 4.097 9.816 4.146  0.301
134 Cl 10.249 4.344 1.290  -0.196
135 C 10.835 3.032 0.307  -0.373
136 C 9.646 2.562 -0.535  -0.423
137 Cl 9.987 1.070 -1.350  -0.202
138 H 11.157 2.238 0.981  0.271
139 H 11.708 3.451 -0.194  0.312
140 H 9.316 3.303 -1.264  0.335
141 H 8.843 2.267 0.140  0.276

Output
- charge = 0
- DFT total energy (hartree) = -5363.25205
- energy relative to the best compared isomer or geometry (same formula, charge and spin) (kcal per mole) = 6.9
- HOMO-LUMO gap (eV) = 10.36
- HOMO level (hartree) = -0.3755
- SMILES = CCOC(=O)OC.CCOC(=O)OC.CCOC(=O)OC.CCOC(=O)OC.CCOC(=O)OC.CCOC(=O)OC.CCOC(=O)OC.O=C1OCCO1.O=C1OCCO1.ClCCCl.ClCCCl